# 1
{"formula": "C5H4CsO2", "method": "the ωB97M-V functional and the def2-TZVPD basis", "orbital_gap_ev": [5.306, 5.303], "total_charge": 1, "e_homo_ev": [-9.20, -9.20], "relative_energy_kj_mol": 452.1, "species": ["Cs", "O", "O", "C", "C", "C", "C", "C", "H", "H", "H", "H"], "coordinates": [[-6.98, -0.09, -1.31], [-2.17, -0.25, -0.97], [1.83, 1.53, -0.77], [-1.09, -0.55, -0.56], [0.05, -0.74, 0.02], [1.80, 0.28, -0.14], [0.97, 0.29, 1.10], [0.32, -0.45, 1.89], [2.81, -0.07, 0.10], [0.13, -1.01, 2.80], [1.37, -0.69, -1.00], [0.97, 1.75, -1.14]], "mulliken_charge": [0.998, -0.557, -0.480, 0.939, -0.979, -0.203, -0.013, -0.105, 0.386, 0.393, 0.297, 0.323]}


# 2
{"formula": "C5H4F2O2", "method": "the ωB97M-V functional and the def2-TZVPD basis", "orbital_gap_ev": [7.724, 8.764], "e_homo_ev": [-8.95, -9.56], "relative_energy_kj_mol": 347.7, "species": ["F", "F", "O", "O", "C", "C", "C", "C", "C", "H", "H", "H", "H"], "coordinates": [[-3.00, 0.24, 0.48], [-1.27, 2.60, -0.46], [-1.89, -2.10, -0.15], [0.14, -1.34, -0.48], [-1.22, -1.14, -0.09], [-1.68, 0.28, 0.14], [1.00, -0.33, -0.64], [-1.00, 1.31, -0.25], [1.76, 0.06, 0.49], [2.59, -0.41, 0.70], [1.15, -0.01, 1.36], [2.10, 1.08, 0.52], [1.31, -0.24, -1.62]], "mulliken_charge": [-0.255, -0.207, -0.442, -0.314, 0.511, 0.306, 0.035, -0.024, -1.160, 0.457, 0.325, 0.378, 0.390]}


# 3
{"formula": "C5H4F3NO", "method": "the ωB97M-V functional and the def2-TZVPD basis", "smiles": "CO/C(C#N)=C\\C(F)(F)F", "orbital_gap_ev": 8.942, "e_homo_ev": -9.57, "relative_energy_kj_mol": 189.9, "species": ["F", "F", "F", "O", "N", "C", "C", "C", "C", "C", "H", "H", "H", "H"], "coordinates": [[2.36, 0.42, -1.64], [0.25, 0.87, -2.18], [1.23, -0.70, -3.13], [-0.29, 0.85, 0.27], [-1.28, -2.05, 1.91], [1.13, -0.08, -1.96], [-0.23, -0.48, 0.18], [-0.78, 1.32, 1.53], [-0.79, -1.40, 1.10], [0.62, -1.07, -0.92], [-2.00, 1.36, 1.50], [-0.65, 0.67, 2.32], [0.88, -2.06, -0.82], [-0.46, 2.35, 1.84]], "mulliken_charge": [-0.250, -0.239, -0.276, -0.283, -0.372, 1.017, 0.770, -0.828, 0.123, -1.039, 0.303, 0.372, 0.437, 0.264]}


# 4
{"formula": "C5H4F3NOS", "method": "the ωB97M-V functional and the def2-TZVPD basis", "orbital_gap_ev": 9.660, "e_homo_ev": -9.05, "relative_energy_kj_mol": 0.0, "species": ["S", "F", "F", "F", "O", "N", "C", "C", "C", "C", "C", "H", "H", "H", "H"], "coordinates": [[0.44, 0.35, 1.85], [0.63, -2.32, 0.94], [-1.27, -1.74, 1.77], [0.44, -2.11, 3.06], [1.86, 0.54, 1.96], [-1.11, 0.49, -0.39], [0.13, 1.10, -2.07], [0.03, -1.58, 1.88], [-1.11, 0.72, -1.73], [0.99, 0.95, -0.96], [0.17, 0.50, 0.05], [-2.06, 0.68, -2.32], [2.15, 1.05, -1.06], [0.41, 1.44, -3.11], [-1.71, -0.09, 0.11]], "mulliken_charge": [0.358, -0.223, -0.252, -0.236, -0.531, -0.087, -0.324, 0.680, -0.428, -0.225, 0.049, 0.344, 0.315, 0.295, 0.265]}


# 5
{"formula": "C5H4F3NS", "method": "the ωB97M-V functional and the def2-TZVPD basis", "smiles": "C=C=C/N=C\\SC(F)(F)F", "orbital_gap_ev": 9.359, "e_homo_ev": -9.17, "relative_energy_kj_mol": 250.7, "species": ["S", "F", "F", "F", "N", "C", "C", "C", "C", "C", "H", "H", "H", "H"], "coordinates": [[0.86, -0.34, -0.94], [3.47, 0.21, -0.36], [2.30, -0.66, 1.27], [2.82, -1.84, -0.35], [-1.14, 1.69, -1.00], [2.44, -0.62, -0.05], [-1.57, -0.94, 1.29], [-2.12, 0.82, -0.55], [-1.97, -0.06, 0.40], [0.05, 1.47, -0.95], [-3.03, 0.92, -1.16], [-1.65, -0.89, 2.44], [-1.30, -1.93, 1.07], [0.85, 2.16, -1.10]], "mulliken_charge": [-0.218, -0.225, -0.226, -0.220, -0.404, 0.702, -0.669, -0.161, 0.137, -0.003, 0.346, 0.210, 0.288, 0.443]}


# 6
{"formula": "C5H4F4", "method": "the ωB97M-V functional and the def2-TZVPD basis", "smiles": "C=C1CC(F)(F)C1(F)F", "orbital_gap_ev": 11.116, "e_homo_ev": -10.34, "relative_energy_kj_mol": 50.3, "species": ["F", "F", "F", "F", "C", "C", "C", "C", "C", "H", "H", "H", "H"], "coordinates": [[-2.47, 1.70, -0.91], [-3.32, -1.14, 0.90], [-2.24, 1.76, 1.23], [-2.85, -1.10, -1.18], [-0.52, 0.46, 0.01], [-0.92, -0.90, 0.43], [-2.38, -0.73, 0.03], [-1.94, 1.03, 0.13], [0.52, 1.07, -0.48], [-0.82, -1.13, 1.49], [0.51, 2.08, -0.91], [1.54, 0.75, -0.65], [-0.26, -1.81, 0.10]], "mulliken_charge": [-0.268, -0.286, -0.262, -0.278, 0.220, -0.648, 0.631, 0.646, -0.918, 0.284, 0.247, 0.316, 0.315]}


# 7
{"formula": "C5H4F6N2O", "method": "the ωB97M-V functional and the def2-TZVPD basis", "orbital_gap_ev": 8.341, "e_homo_ev": -7.80, "relative_energy_kj_mol": 593.0, "species": ["F", "F", "F", "F", "F", "F", "O", "N", "N", "C", "C", "C", "C", "C", "H", "H", "H", "H"], "coordinates": [[2.41, 0.79, 1.34], [-1.58, -0.29, 1.33], [-1.92, -2.90, -1.50], [2.28, 1.56, -0.66], [3.52, 2.48, 0.74], [-1.09, 2.95, 1.83], [-3.17, -1.51, -0.28], [-0.79, -1.22, -0.48], [-0.51, -0.24, 0.37], [2.35, 1.90, 0.66], [0.06, 2.76, 1.40], [-1.92, -1.82, -0.72], [0.46, -1.54, -1.31], [1.20, 2.60, 1.06], [1.14, -1.82, -0.56], [0.10, -2.33, -1.94], [0.69, -0.51, -1.82], [-3.22, -0.86, 0.54]], "mulliken_charge": [-0.237, -0.370, -0.231, -0.267, -0.268, -0.248, -0.516, 0.302, -0.472, 0.941, 0.678, 0.743, -0.800, -0.595, 0.297, 0.430, 0.204, 0.409]}


# 8
{"formula": "C5H4FNO", "method": "the ωB97M-V functional and the def2-TZVPD basis", "smiles": "FC1=COC=CN=C1", "orbital_gap_ev": 7.849, "e_homo_ev": -8.30, "relative_energy_kj_mol": 402.7, "species": ["F", "O", "N", "C", "C", "C", "C", "C", "H", "H", "H", "H"], "coordinates": [[2.92, 0.01, -0.03], [-0.52, -1.45, -0.14], [-0.38, 1.47, -0.20], [-1.50, 0.69, 0.11], [0.85, -1.22, -0.04], [1.57, -0.04, 0.09], [0.85, 1.22, -0.03], [-1.76, -0.61, -0.08], [-2.42, -1.40, 0.12], [1.47, -2.06, -0.05], [-2.41, 1.17, 0.42], [1.33, 2.22, -0.17]], "mulliken_charge": [-0.268, -0.449, -0.504, -0.281, -0.093, 0.168, 0.103, -0.147, 0.426, 0.422, 0.302, 0.321]}